# C23H29BN3

2 unconnected molecules or ions with the total composition C23H29BN3 at a distorted geometry (ωB97M-V with the def2-TZVPD basis set, the Open Molecules 2025 dataset).

Last column: Mulliken charge in e.
Positions of all 56 atoms, in Å:
H: -1.378 -6.152 11.024  0.32
C: 0.780 2.515 6.939  -0.09
H: -1.149 -3.859 9.843  -0.20
C: 2.929 3.615 7.201  -0.64
C: -1.572 0.409 7.344  -0.18
C: -0.299 -7.807 8.427  -0.38
H: -0.278 2.532 6.688  0.49
C: -3.544 1.445 6.330  -0.86
H: -5.234 3.509 6.419  0.36
H: -4.309 1.459 5.549  0.33
C: -4.549 3.596 7.267  -1.37
B: -0.908 -4.041 8.655  0.17
H: -0.875 1.427 9.125  0.48
H: 0.650 -5.854 5.265  0.33
H: -1.535 -7.888 10.630  0.30
C: -1.656 1.401 8.360  -0.53
H: 2.622 -2.637 6.080  0.58
N: -0.014 -5.997 7.212  0.27
C: -0.627 -5.570 8.361  -0.27
H: 0.024 -3.190 8.377  -0.19
H: -0.320 -8.805 8.823  0.44
C: 0.869 -0.083 7.251  1.88
H: 4.622 -1.409 7.985  0.34
H: 0.749 -7.885 6.490  0.41
C: 3.561 2.378 7.419  -0.97
H: -5.151 3.628 8.186  0.34
H: 4.620 2.281 7.628  0.30
C: 1.555 3.666 6.929  -0.88
H: -0.664 -1.563 7.049  0.36
C: 2.045 -0.896 7.196  -0.37
H: 2.558 -2.879 7.865  0.46
H: 3.516 4.527 7.241  0.40
H: -2.667 -0.403 5.654  0.44
N: -0.862 -6.719 9.064  0.19
H: -0.631 -4.688 5.679  0.31
H: 5.212 0.190 7.405  0.33
H: 4.724 -1.095 6.251  0.31
H: -1.803 -3.732 7.850  -0.09
H: 1.080 4.625 6.699  0.41
C: -0.453 -0.510 7.238  -0.28
C: -2.633 2.382 8.339  -0.36
C: 2.776 1.238 7.372  0.27
H: -4.026 4.561 7.189  0.32
C: -3.571 2.455 7.300  0.98
N: 3.148 -0.110 7.282  0.08
C: 0.234 -7.350 7.270  -0.40
H: 1.045 -4.452 6.273  0.12
C: -2.620 0.409 6.384  -0.71
C: 0.270 -5.199 6.056  -0.68
H: 1.085 -2.691 6.910  -0.71
H: -2.643 3.156 9.112  0.41
C: 1.371 1.292 7.236  0.35
H: -2.745 -6.748 10.034  0.30
C: 4.510 -0.627 7.223  -0.88
C: 2.114 -2.347 7.011  -0.52
C: -1.670 -6.868 10.249  -0.81

Computed properties:
molecular weight: 358.3 g mol⁻¹
2S+1: 1
F_max: 0.03752 Eh/bohr
electronic energy: -1082.69258 hartree
charge: +1
Kohn-Sham gap: 6.73 eV

# C40H84N4O22S3

11 unconnected molecules or ions with the total composition C40H84N4O22S3 at a distorted geometry (ωB97M-V with the def2-TZVPD basis set, the Open Molecules 2025 dataset).

Last column: Mulliken spin population.
Positions of all 153 atoms, in Å:
H: 1.029 2.178 5.302  0.00
C: -6.828 -0.128 -0.907  0.00
H: -2.258 -0.244 -2.075  0.00
C: -1.332 -0.764 -2.317  0.00
H: -4.374 4.976 -0.647  0.00
H: -4.863 -0.737 -0.227  0.00
C: -3.154 -3.890 0.916  0.00
O: 3.818 3.149 -4.666  0.00
N: -0.670 4.838 -4.917  0.07
H: -0.131 -4.914 -2.298  0.00
H: -0.777 -4.679 -4.618  0.00
H: -6.220 -3.228 -1.079  0.00
C: 1.896 0.865 0.920  0.00
O: 0.304 -3.213 -6.546  0.00
H: -1.426 -0.146 -4.487  0.00
H: -1.665 -1.500 2.815  0.00
O: -0.504 -2.289 -8.371  0.00
H: 0.839 3.514 4.142  0.00
H: 5.950 0.084 6.211  0.00
C: 0.415 4.033 -5.515  0.00
H: -2.659 -4.828 1.167  0.00
O: -5.054 -1.058 -3.573  0.00
H: 3.267 -3.091 -5.219  0.00
O: -0.113 -0.802 0.327  0.00
H: -3.212 -3.916 -8.234  0.00
H: 6.636 1.454 4.534  0.00
O: 2.510 5.180 7.433  0.00
H: 1.201 1.335 1.616  0.00
H: -4.671 5.111 1.178  0.00
O: -1.347 -6.140 -6.344  0.00
H: 4.318 0.838 5.881  0.00
C: -3.298 3.551 0.692  0.00
C: 2.184 -3.177 -5.311  0.00
H: 6.489 1.134 1.790  0.00
H: -1.204 -3.054 0.675  0.00
H: 0.194 1.434 9.456  0.00
C: -1.601 2.418 2.037  0.00
H: 1.609 -3.543 5.600  0.00
C: 4.969 1.217 3.185  0.00
C: -3.971 4.922 0.364  0.00
H: -0.112 -1.032 -3.719  0.00
C: -0.410 -5.802 -2.864  0.00
O: 1.158 0.879 -0.305  0.00
H: 1.151 3.859 -4.730  0.00
H: 0.606 -2.147 3.970  0.00
C: 5.032 2.106 -1.646  0.00
H: 5.632 3.699 -2.947  0.00
H: -3.549 -4.088 -0.081  0.00
H: -1.857 2.500 -4.113  0.01
O: 3.788 0.859 3.106  0.00
O: 2.623 -0.417 7.293  0.00
H: 0.962 0.171 10.271  0.00
O: 2.107 3.690 5.884  0.00
H: -7.882 -1.966 -0.384  0.00
H: 4.837 -0.613 5.072  0.00
H: 3.746 6.965 6.570  0.00
C: -3.617 -2.357 3.083  0.00
H: -0.580 2.569 1.687  0.00
H: 2.110 7.685 6.496  0.00
C: -5.343 -0.228 -1.063  0.00
H: 1.693 -0.855 4.256  0.00
H: 2.845 6.239 9.020  0.00
H: 5.739 0.222 -2.154  0.00
C: 1.692 4.839 6.522  0.00
C: 5.194 0.338 5.468  0.00
H: 3.221 8.365 7.740  0.00
C: -0.791 -8.003 -4.874  0.00
H: -3.953 -2.962 -6.860  0.00
N: 5.746 1.029 4.318  0.00
H: 0.843 4.628 -6.322  0.00
O: 0.707 5.567 6.267  0.00
O: 5.716 1.698 -5.480  0.00
C: 2.976 7.496 7.130  0.00
C: 1.885 -2.496 5.723  0.00
H: -0.013 3.097 -5.874  0.00
H: -1.685 1.474 1.499  0.00
H: 4.948 1.975 1.259  0.00
O: -5.675 -2.936 1.510  0.00
O: -0.274 0.068 -1.866  0.00
C: 1.781 -2.986 -6.761  0.00
O: 0.523 -0.350 8.287  0.00
H: 6.685 2.206 -2.991  0.00
C: 1.628 -1.943 4.287  0.00
H: -6.834 -3.304 -2.610  0.00
C: 1.539 3.001 4.802  0.00
H: 5.698 2.207 -0.789  0.00
H: -1.347 -6.056 -2.369  0.00
H: 2.885 1.292 0.750  0.00
H: 4.147 0.176 -1.220  0.00
H: 0.211 -6.645 -2.560  0.00
C: -2.163 -2.451 2.627  0.00
H: 2.218 -3.695 -7.465  0.00
H: 1.745 -2.597 -4.499  0.00
C: -6.546 -2.555 -1.873  0.00
H: 4.139 -0.430 -3.717  0.00
H: 0.054 -8.124 -4.196  0.00
H: -7.007 0.308 0.076  0.00
S: -4.995 -1.661 -2.223  0.00
H: -1.682 -8.476 -4.461  0.00
N: -0.653 -5.629 -4.300  0.00
H: -1.544 -3.180 3.150  0.00
C: 0.926 0.643 9.289  0.00
O: 1.004 -1.957 6.696  0.00
C: -3.076 -3.138 -7.482  0.00
H: -2.506 -1.815 0.707  0.00
H: 2.243 -2.331 3.475  0.00
C: -0.675 -2.857 -7.371  0.00
C: 0.215 -0.053 -0.503  0.00
H: -3.002 -2.186 -8.008  0.00
H: 2.993 0.792 -3.263  0.00
C: -1.086 -6.479 -5.240  0.00
C: -1.196 -0.973 -3.815  0.00
H: 1.848 1.163 9.029  0.00
C: -1.472 3.099 -3.287  0.03
H: 2.060 -1.980 -7.074  0.00
H: -0.565 -8.525 -5.803  0.00
H: -8.228 -1.403 -2.065  0.00
H: -3.175 5.666 0.310  0.00
H: 1.438 6.790 8.415  0.00
C: 5.668 1.799 2.058  0.00
C: 5.682 2.613 -2.858  0.00
H: 1.922 -0.091 1.443  0.00
C: -1.302 4.553 -3.792  -0.01
H: -2.610 4.098 2.606  0.00
O: -1.800 -3.257 -6.763  0.00
C: -7.491 -1.456 -1.264  0.00
H: 2.938 -2.411 5.992  0.00
S: 4.777 2.093 -4.367  0.00
H: 4.180 2.704 -1.323  0.00
H: -0.511 2.659 -3.021  0.00
H: -0.728 5.810 -5.186  0.00
C: -2.160 -2.766 1.112  0.00
H: -4.820 0.617 -1.512  0.00
O: -3.167 2.638 -0.133  0.00
C: 2.401 6.437 8.045  0.00
H: -4.091 -1.401 2.861  0.00
C: 1.443 -0.827 7.334  0.00
H: -3.900 -2.724 4.070  0.00
N: -2.555 3.494 1.799  0.00
H: -1.476 -1.956 -4.194  0.00
H: -1.648 2.118 3.083  0.00
S: -4.498 -3.660 2.075  0.00
H: 2.115 -4.205 -4.956  0.00
H: 2.226 2.396 4.211  0.00
H: -1.542 -1.727 -1.850  0.00
C: 4.749 0.651 -1.994  0.00
H: 6.088 2.787 2.246  0.00
C: 4.060 0.606 -3.388  0.00
O: -4.688 -4.864 2.881  0.00
O: -3.858 -2.425 -1.785  0.00
H: -7.176 0.612 -1.628  0.00
O: -1.883 5.460 -3.121  0.88
H: -2.086 3.060 -2.388  0.01

Computed properties:
molecular weight: 1069.3 g mol⁻¹
2S+1: 2
F_max: 0.10245 Eh/bohr
electronic energy: -4642.88893 hartree
charge: +1
expectation value of S²: 0.75
Kohn-Sham gap (alpha / beta): 7.34 / 2.65 eV

# C7H8NS

A gas-phase ion, C7H8NS (charge +1) at a distorted geometry (ωB97M-V with the def2-TZVPD basis set, the Open Molecules 2025 dataset).

Last column: Mulliken charge in e.
Positions of all 17 atoms, in Å:
C: -1.845 0.766 0.317  -0.38
H: -0.843 1.364 -1.388  0.28
H: 2.812 -0.207 2.238  0.45
H: -0.879 -1.993 -1.138  0.31
H: -3.281 -0.533 1.444  0.42
H: 0.617 -2.001 -2.234  0.45
H: 0.923 1.502 1.689  0.22
C: 0.492 0.588 -0.036  -0.06
C: -0.726 1.353 -0.265  -1.05
C: 2.217 -0.116 1.368  -0.14
H: -0.583 -0.617 -2.286  0.26
N: 1.272 0.761 1.147  0.04
C: 0.783 -0.584 -0.597  0.84
S: 2.105 -1.365 0.185  -0.01
H: -0.490 2.354 0.110  0.40
C: -0.027 -1.408 -1.593  -1.15
C: -2.547 0.135 1.039  0.13

Computed properties:
energy relative to the best compared isomer or geometry (same formula, charge and spin): 37.6 kJ/mol
molecular weight: 138.2 g mol⁻¹
2S+1: 1
F_max: 0.07333 Eh/bohr
electronic energy: -724.13724 hartree
charge: +1
Kohn-Sham gap: 9.49 eV

# C5H11NO2

A single C5H11NO2 molecule at a distorted geometry (ωB97M-V with the def2-TZVPD basis set, the Open Molecules 2025 dataset).

Last column: Mulliken charge in e.
Positions of all 19 atoms, in Å:
H: 1.555 1.961 -0.653  0.30
C: 0.920 -0.374 0.349  -0.82
H: -0.255 1.371 -3.088  0.30
H: -0.060 2.352 -0.302  0.24
H: -0.384 0.476 1.771  0.33
H: 0.283 -0.245 -1.647  0.20
H: -1.431 -1.340 0.070  0.24
H: 1.793 0.221 0.641  0.31
C: -1.191 -1.475 1.127  -0.45
C: 0.531 1.701 -0.968  -0.28
O: -0.741 -2.818 1.329  -0.53
O: 0.294 3.245 -2.791  -0.46
H: -1.391 -3.325 1.805  0.29
H: -2.131 -1.334 1.657  0.36
H: 1.318 -1.331 0.014  0.40
C: -0.070 -0.533 1.512  -0.51
C: 0.171 2.118 -2.376  -0.14
H: 0.496 -0.962 2.342  0.34
N: 0.294 0.291 -0.794  -0.13

Computed properties:
energy relative to the best compared isomer or geometry (same formula, charge and spin): 197.2 kJ/mol
molecular weight: 117.1 g mol⁻¹
structure (SMILES): O=CCNCCCO
2S+1: 1
F_max: 0.02076 Eh/bohr
electronic energy: -402.30303 hartree
Kohn-Sham gap: 9.77 eV

# C23H47Cl8S

5 unconnected molecules or ions with the total composition C23H47Cl8S at a distorted geometry (ωB97M-V with the def2-TZVPD basis set, the Open Molecules 2025 dataset).

Last column: Mulliken charge in e.
Positions of all 79 atoms, in Å:
Cl: 6.318 -2.227 -1.333  -0.14
C: -0.811 1.198 -1.678  -0.86
C: 1.166 -2.798 2.375  -0.67
H: -0.626 2.030 -6.780  0.34
C: -2.366 0.838 1.297  0.12
H: 2.162 0.429 0.219  0.29
C: 4.297 -2.680 -3.133  -0.53
H: -4.336 -0.329 1.912  0.29
H: 3.711 -3.429 -3.674  0.35
H: -0.183 -0.990 -0.997  0.39
C: 3.372 -1.189 1.927  -0.42
H: -3.142 2.371 -6.535  0.30
H: -2.756 -1.668 3.382  0.20
H: -7.534 -0.839 0.169  0.34
H: 0.156 -0.908 4.585  0.26
H: 3.288 4.233 1.677  0.27
H: -2.476 0.563 5.642  0.39
C: -7.172 -0.315 -0.721  -0.56
H: -7.606 -0.799 -1.601  0.33
H: -3.015 -0.287 -0.703  -0.14
H: -2.394 1.863 0.691  0.33
H: -0.368 -1.126 2.089  -0.68
H: -0.141 0.918 -2.598  0.19
Cl: -3.553 0.627 -4.996  -0.15
H: 5.429 3.039 -2.040  0.27
Cl: -5.409 -0.549 -0.822  -0.13
Cl: 7.213 0.325 -3.823  -0.17
C: -3.679 0.933 3.738  -0.94
H: -8.643 1.258 -0.769  0.33
C: -0.570 -1.770 4.269  -0.52
C: 3.757 1.901 1.691  -0.26
H: 5.172 0.578 -2.660  -0.01
C: 5.184 -3.363 -2.104  -0.53
Cl: -1.004 2.873 -4.626  -0.18
H: -2.126 -1.421 0.570  0.11
H: -0.028 0.380 0.301  -0.93
H: -2.694 0.779 -7.172  0.31
H: -1.420 0.900 4.118  0.19
H: 2.799 3.247 3.349  0.27
H: -1.390 0.863 1.938  -0.09
C: -0.295 -2.126 2.692  0.41
H: 4.848 1.790 1.269  0.30
Cl: 6.986 1.836 -0.765  -0.19
H: 2.196 -1.278 3.900  0.31
H: -7.108 1.702 -1.535  0.30
H: -0.399 -2.657 5.015  0.26
H: 3.142 -2.881 3.508  0.32
C: -2.177 -1.311 4.353  -0.43
C: 5.838 1.266 -3.191  -0.13
H: 4.887 -2.118 -3.864  0.30
Cl: 3.134 -1.560 -2.382  -0.11
H: -3.729 2.107 3.923  0.30
C: -3.766 0.693 2.124  -0.11
Cl: -7.060 1.958 0.812  -0.17
H: -4.661 0.501 4.253  0.28
H: -0.705 0.732 -5.577  0.29
H: 5.790 -4.135 -2.589  0.36
H: -1.967 1.293 -1.947  0.26
C: 3.274 3.208 2.272  -0.46
H: 4.593 -3.840 -1.316  0.30
H: 1.104 -3.952 2.621  0.41
C: -2.185 -0.336 0.121  -0.27
C: -0.700 -0.029 -0.568  0.70
C: -1.182 1.657 -5.915  -0.45
H: -2.677 -1.825 5.308  0.39
C: 2.450 -2.029 3.040  -0.58
H: 7.032 3.041 -2.795  0.37
H: -1.171 -2.845 2.336  0.46
H: 3.520 -1.807 0.927  0.16
S: 2.556 0.466 1.594  0.32
C: 6.287 2.411 -2.299  -0.46
H: -0.452 2.214 -1.200  0.25
H: -4.499 1.535 1.701  -0.09
C: -2.636 1.430 -6.295  -0.46
C: -7.556 1.156 -0.699  -0.43
H: 1.322 -2.742 1.193  0.20
H: 4.447 -0.955 2.375  0.39
H: 5.300 1.659 -4.059  0.35
C: -2.364 0.311 4.484  -0.60

Computed properties:
molecular weight: 639.3 g mol⁻¹
2S+1: 1
F_max: 0.06766 Eh/bohr
electronic energy: -4983.69223 hartree
charge: +1
Kohn-Sham gap: 7.36 eV

Question: Which formula does entry 1 have?
Answer: C23H29BN3